1.
{"formula": "C2H2N3O", "method": "ωB97M-V/def2-TZVPD", "symbols": ["O", "C", "N", "N", "C", "N", "H", "H"], "coordinates": [[1.568, 0.594, -1.562], [0.909, 0.046, -0.782], [0.879, -1.243, -0.221], [-0.016, -1.392, 0.586], [-0.781, -0.203, 0.739], [-0.319, 0.709, -0.026], [-1.614, -0.182, 1.430], [-0.626, 1.670, -0.164]], "forces_ev_per_angstrom": [[-0.072, -0.308, 0.181], [-0.925, 1.959, 0.005], [1.442, -1.750, -0.526], [-0.084, -1.609, 0.773], [-0.131, 2.082, -0.788], [-0.116, -0.479, 0.296], [-0.036, 0.187, -0.039], [-0.078, -0.082, 0.098]], "lowdin_charge": [0.322, -0.308, 0.181, 0.143, 0.043, 0.252, 0.171, 0.195], "relative_energy_kcal_mol": 30.3, "orbital_gap_ev": 8.162, "total_charge": 1, "e_homo_ha": -0.616, "e_tot_ha": -316.54171, "smiles": "O=C1N=NC=[NH+]1"}

=====

2.
{"formula": "C3H3N3O2", "method": "ωB97M-V/def2-TZVPD", "symbols": ["H", "N", "C", "N", "C", "O", "N", "C", "O", "H", "H"], "coordinates": [[1.272, 0.082, 2.601], [1.363, 0.872, 1.974], [0.451, 0.432, 1.142], [-0.018, 1.074, -0.124], [-0.398, 0.352, -1.340], [-0.384, 0.775, -2.449], [-0.687, -1.065, -0.891], [-0.513, -1.549, 0.209], [0.045, -0.911, 1.212], [0.512, 2.033, -0.069], [-0.919, -2.608, 0.586]], "forces_ev_per_angstrom": [[0.988, -0.111, 1.113], [-3.778, -0.860, -2.514], [1.408, -0.004, -2.732], [2.297, 1.489, 2.398], [1.598, -1.667, 3.507], [-0.450, -0.403, 0.969], [-1.293, 2.180, -5.505], [-1.148, -2.095, 2.149], [0.951, 1.385, 2.953], [-1.714, -2.186, -1.163], [1.140, 2.272, -1.175]], "lowdin_charge": [0.052, 0.150, -0.358, 0.145, -0.416, 0.135, 0.159, -0.271, 0.032, 0.187, 0.186], "relative_energy_kcal_mol": 64.0, "orbital_gap_ev": 10.833, "e_homo_ha": -0.382, "e_tot_ha": -430.81899, "smiles": "[H]/N=c1/[nH]c(=O)nco1"}

=====

3.
{"formula": "C9H11N2S", "method": "ωB97M-V/def2-TZVPD", "symbols": ["C", "C", "C", "C", "C", "C", "C", "C", "C", "N", "N", "S", "H", "H", "H", "H", "H", "H", "H", "H", "H", "H", "H"], "coordinates": [[2.268, 2.064, 1.702], [1.472, 1.759, 0.579], [2.010, 1.269, 2.790], [0.549, 0.791, 0.896], [0.385, -1.775, -1.123], [-0.384, -0.215, -2.525], [-0.422, 0.143, -0.184], [-0.662, -1.362, -0.116], [-2.153, -1.758, -0.378], [0.404, -1.255, -2.305], [-0.534, 0.682, -1.489], [0.789, 0.146, 2.418], [2.859, 2.941, 1.898], [1.302, 2.480, -0.184], [2.323, 1.258, 3.812], [1.194, -2.370, -0.854], [-0.772, -0.083, -3.598], [-1.632, 0.511, 0.441], [-0.422, -1.650, 0.959], [-2.292, -2.764, -0.718], [-2.761, -0.962, -0.996], [-2.726, -1.539, 0.534], [-0.795, 1.691, -1.558]], "forces_ev_per_angstrom": [[0.130, 0.254, 1.710], [-0.989, 0.486, 1.346], [-0.496, -0.337, -0.865], [0.148, -0.907, -3.963], [-1.008, 0.357, -0.429], [-0.448, 2.629, -0.263], [-4.096, 2.192, 5.631], [-0.016, -0.235, 0.624], [-0.872, 2.891, -0.371], [-0.683, -0.736, 1.192], [0.048, -0.339, -2.283], [-0.375, -0.758, 0.820], [0.413, 0.146, -0.686], [0.419, 0.055, -1.033], [0.541, 0.339, 0.162], [1.354, -1.196, 0.443], [0.507, 0.372, 1.938], [3.187, -0.824, -2.063], [0.065, -0.081, -1.654], [-0.162, -0.387, -0.203], [1.623, -1.673, 0.132], [0.524, -0.790, 0.295], [0.185, -1.458, -0.481]], "lowdin_charge": [-0.162, -0.124, -0.367, -0.527, 0.021, -0.040, -0.288, -0.299, -0.036, 0.159, 0.111, 1.074, 0.113, 0.104, 0.072, 0.126, 0.187, 0.262, 0.132, 0.077, 0.121, 0.085, 0.198], "relative_energy_kcal_mol": 67.4, "orbital_gap_ev": 6.978, "total_charge": 1, "e_homo_ha": -0.455, "e_tot_ha": -856.87845}

=====

4.
{"formula": "C5H7Br3O2", "method": "ωB97M-V/def2-TZVPD", "symbols": ["O", "C", "O", "C", "C", "C", "H", "H", "H", "H", "H", "H", "C", "Br", "Br", "Br", "H"], "coordinates": [[0.473, 2.282, 0.679], [0.753, 1.128, 0.479], [0.776, 0.614, -0.762], [0.911, -0.807, -0.701], [1.646, -1.100, 0.633], [1.227, 0.109, 1.487], [1.503, -1.082, -1.577], [-0.082, -1.241, -0.818], [2.697, -1.315, 0.478], [1.096, -1.994, 0.938], [1.924, 0.584, 2.172], [0.353, -0.159, 2.086], [-2.546, 0.701, -1.003], [-2.351, 0.217, -2.889], [-2.331, -0.857, 0.181], [-4.301, 1.521, -0.603], [-1.748, 1.399, -0.780]], "forces_ev_per_angstrom": [[-0.155, -0.530, -0.025], [0.555, 1.136, 0.169], [-0.584, 0.169, -0.128], [1.239, 0.240, -0.794], [-1.806, -0.443, -0.461], [-0.406, -0.425, -0.142], [-0.030, -0.081, 0.115], [0.366, -0.123, 0.304], [0.088, 0.250, 0.202], [0.740, -0.175, 0.657], [0.301, -0.183, -0.161], [0.030, 0.044, 0.052], [-0.683, -0.361, -0.028], [-0.156, 0.147, 0.806], [-0.369, 0.554, -0.302], [0.994, -0.294, -0.367], [-0.125, 0.074, 0.104]], "lowdin_charge": [0.112, -0.522, -0.007, -0.200, -0.120, -0.071, 0.127, 0.021, 0.112, 0.109, 0.127, 0.117, -1.504, 0.575, 0.622, 0.546, -0.042], "relative_energy_kcal_mol": 0.0, "orbital_gap_ev": 10.057, "e_homo_ha": -0.381, "e_tot_ha": -8067.23122}

=====

5.
{"formula": "H6O3", "method": "ωB97M-V/def2-TZVPD", "symbols": ["O", "H", "H", "O", "H", "H", "O", "H", "H"], "coordinates": [[-2.183, -1.264, -0.170], [-2.999, -1.099, 0.316], [-1.487, -1.016, 0.449], [-0.922, 1.219, -0.134], [-1.019, 1.925, 0.515], [0.022, 1.209, -0.330], [2.953, -0.644, -0.001], [2.102, -0.414, -0.390], [3.531, 0.084, -0.254]], "forces_ev_per_angstrom": [[-0.178, -0.391, 0.219], [0.082, -0.020, -0.114], [-0.091, 0.167, -0.188], [0.281, 0.196, 0.184], [-0.005, 0.004, -0.045], [-0.102, 0.079, -0.036], [-0.091, 0.238, -0.071], [0.076, -0.170, 0.011], [0.027, -0.103, 0.040]], "lowdin_charge": [-0.074, 0.032, 0.014, -0.050, 0.046, 0.031, -0.055, 0.020, 0.035], "relative_energy_kcal_mol": 17.2, "orbital_gap_ev": 11.223, "e_homo_ha": -0.401, "e_tot_ha": -229.29762, "smiles": "O.O.O"}

=====

6.
{"formula": "C14H3Cl5N2O5RuSe", "method": "ωB97M-V/def2-TZVPD", "symbols": ["Ru", "O", "C", "O", "C", "C", "C", "C", "C", "N", "C", "O", "O", "H", "H", "H", "Cl", "C", "C", "Cl", "C", "Cl", "C", "O", "C", "Cl", "C", "Cl", "Se", "C", "N"], "coordinates": [[0.096, 0.594, 0.684], [1.006, -2.812, 3.084], [0.517, -1.832, 2.547], [1.127, -0.838, 2.001], [-0.982, -1.680, 2.534], [-1.846, -2.352, 3.376], [-3.193, -2.018, 3.337], [-3.637, -1.028, 2.468], [-2.706, -0.411, 1.654], [-1.425, -0.756, 1.690], [-3.012, 0.736, 0.725], [-4.180, 1.016, 0.511], [-1.961, 1.331, 0.278], [-1.440, -3.101, 4.042], [-3.894, -2.512, 3.998], [-4.668, -0.711, 2.406], [2.941, 1.261, -6.097], [2.596, 0.925, -4.435], [1.281, 0.829, -3.996], [-0.033, 1.059, -5.094], [1.020, 0.545, -2.668], [-0.594, 0.449, -2.066], [2.023, 0.350, -1.712], [1.769, 0.057, -0.471], [3.345, 0.464, -2.179], [4.606, 0.242, -1.023], [3.624, 0.742, -3.509], [5.269, 0.862, -4.028], [0.528, 2.547, 2.213], [0.802, 2.874, 0.418], [1.020, 3.169, -0.686]], "forces_ev_per_angstrom": [[-0.085, -1.114, 0.089], [0.055, 0.019, 0.032], [0.401, 0.167, 0.055], [-0.137, -0.290, 0.034], [-0.222, 0.091, -0.128], [-0.086, -0.103, -0.001], [-0.020, 0.029, -0.007], [-0.023, -0.099, 0.007], [0.162, -0.206, 0.034], [-0.101, 0.060, 0.215], [0.026, 0.397, -0.099], [0.010, 0.050, -0.061], [-0.160, -0.212, -0.029], [-0.024, 0.009, 0.005], [0.005, -0.006, -0.013], [0.009, -0.017, 0.020], [0.000, -0.019, 0.135], [0.053, 0.023, -0.074], [-0.107, 0.000, -0.076], [0.095, -0.013, 0.035], [-0.302, -0.015, 0.024], [-0.076, 0.008, -0.308], [0.079, -0.105, 0.290], [-0.120, 0.241, -0.321], [0.225, -0.020, 0.025], [-0.047, 0.021, -0.078], [0.112, -0.007, 0.015], [-0.075, 0.000, -0.002], [0.234, 0.317, 0.011], [0.230, 0.968, 0.063], [-0.112, -0.176, 0.109]], "lowdin_charge": [1.322, 0.054, -0.605, -0.161, -0.175, 0.011, -0.037, 0.011, -0.174, 0.058, -0.614, 0.052, -0.238, 0.119, 0.106, 0.119, 0.641, -0.714, -0.698, 0.671, -0.600, 0.771, -0.502, -0.271, -0.607, 0.713, -0.694, 0.656, 0.606, -0.913, 0.093], "orbital_gap_ev": [8.071, 6.801], "total_charge": -1, "e_homo_ha": [-0.209, -0.215], "spin_multiplicity": 6, "e_tot_ha": -5818.41522}